C32H41Cl2Ge2InN3O6S2 | ωB97M-V/def2-TZVPD

- Gap between HOMO and LUMO: 7.493 eV
- Total charge: -1
- LUMO level: 2.4 eV

Geometry (Å):
In (-0.61, -0.22, 0.51)
Ge (1.20, 3.10, -0.19)
Ge (-0.64, 0.36, -2.08)
Cl (2.12, -1.12, 0.01)
Cl (-0.60, -5.87, 0.25)
S (-0.07, -0.80, 3.67)
S (-0.80, -2.77, 0.33)
O (-0.55, 2.73, 2.59)
O (-4.39, 0.97, 2.01)
O (1.03, -1.38, 2.92)
O (-2.74, 0.31, 0.66)
O (0.58, 1.75, 0.91)
O (0.31, 0.09, 4.75)
N (-1.03, -0.09, 2.63)
N (1.26, 1.48, 3.08)
N (2.36, 0.73, 2.59)
C (0.74, 2.91, -2.05)
C (3.20, -3.54, -0.18)
C (-0.09, -1.66, -4.37)
C (-0.95, -2.12, 4.46)
C (0.30, 2.17, -4.34)
C (-3.39, 0.48, -3.60)
C (-2.63, 0.47, -2.27)
C (-2.43, -4.15, 5.65)
C (2.01, -2.86, -0.01)
C (0.77, -3.51, 0.13)
C (-1.75, -4.37, 4.46)
C (0.13, -1.28, -2.90)
C (0.33, 2.58, -7.13)
C (0.37, 2.04, 2.21)
C (0.51, 4.81, 0.45)
C (4.00, 3.66, -0.97)
C (1.24, 3.01, -4.94)
C (-3.23, -5.25, 6.30)
C (-0.59, 1.51, -5.19)
C (3.22, -4.92, -0.21)
C (-3.27, 0.54, 1.81)
C (-2.34, -2.90, 6.25)
C (-1.01, -3.37, 3.86)
C (0.25, 1.96, -2.85)
C (3.14, 2.91, 0.05)
C (1.25, 3.22, -6.31)
C (-2.41, 0.20, 3.02)
C (-0.58, 1.71, -6.56)
C (0.85, -4.92, 0.09)
C (2.03, -5.61, -0.07)
C (0.97, 6.00, -0.41)
C (-1.60, -1.88, 5.66)
H (1.99, 3.50, -4.34)
H (1.08, 3.84, -2.53)
H (2.05, 6.10, -0.41)
H (-0.48, -3.54, 2.93)
H (1.20, -1.24, -2.69)
H (-2.47, 1.04, 3.72)
H (1.99, 3.89, -6.75)
H (3.10, 0.82, 3.28)
H (2.01, -6.69, -0.10)
H (0.34, 2.74, -8.20)
H (-1.80, -5.35, 3.98)
H (-2.95, -0.40, -1.68)
H (3.72, 3.39, -1.99)
H (3.36, 3.24, 1.07)
H (0.82, 4.95, 1.49)
H (-2.88, -0.67, 3.49)
H (5.05, 3.42, -0.83)
H (-0.58, 4.73, 0.46)
H (-2.85, -2.71, 7.19)
H (-4.21, -4.89, 6.61)
H (0.34, -2.64, -4.56)
H (0.38, -0.95, -5.05)
H (-2.91, 1.34, -1.68)
H (-3.37, -6.09, 5.62)
H (-3.16, -0.40, -4.21)
H (-3.18, 1.37, -4.18)
H (2.12, -0.26, 2.55)
H (-2.72, -5.61, 7.20)
H (-1.15, -1.71, -4.61)
H (-1.29, 1.18, -7.18)
H (0.87, 1.17, 3.96)
H (-0.28, -2.07, -2.27)
H (-1.30, 0.82, -4.76)
H (3.34, 1.84, 0.02)
H (4.15, -5.45, -0.33)
H (4.11, -2.97, -0.29)
H (3.89, 4.74, -0.87)
H (-1.52, -0.90, 6.12)
H (0.64, 5.89, -1.45)
H (0.55, 6.93, -0.03)
H (-4.46, 0.47, -3.40)

---

C22H24N2O4 | ωB97M-V/def2-TZVPD

- Gap between HOMO and LUMO: 9.482 eV
- SMILES: Cc1ccc(C[C@@H](NC(=O)c2ccccc2)C(=O)N2CCC[C@@H]2C(=O)O)cc1
- LUMO level: 0.6 eV

Geometry (Å):
O (3.19, 1.93, 1.19)
O (-2.50, -0.44, -1.88)
O (-4.27, 0.78, -1.37)
O (-0.04, 0.11, -1.19)
N (1.94, 0.17, 0.56)
N (-1.25, 1.69, -0.16)
C (4.09, -0.55, -1.24)
C (6.62, -0.14, -0.18)
C (3.09, 0.87, 0.59)
C (-0.48, -2.26, 0.87)
C (5.52, 0.43, 0.43)
C (-0.93, -1.12, 1.52)
C (-2.73, -2.84, 0.23)
C (-2.30, -0.87, 1.54)
C (-3.69, -3.72, -0.51)
C (-1.55, 2.64, 0.90)
C (5.20, -1.11, -1.85)
C (-0.23, 0.83, -0.20)
C (-3.08, 0.68, -1.51)
C (0.04, -0.14, 2.11)
C (-2.88, 3.18, -1.01)
C (-2.12, 1.89, -1.32)
C (-1.36, -3.11, 0.23)
C (-3.18, -1.72, 0.90)
C (6.47, -0.92, -1.31)
C (4.25, 0.22, -0.09)
C (-2.92, 3.18, 0.51)
C (0.69, 0.74, 1.01)
H (-3.87, 3.16, -1.45)
H (5.08, -1.70, -2.74)
H (-3.11, 4.17, 0.93)
H (0.58, -2.49, 0.86)
H (-4.24, -1.50, 0.92)
H (0.85, -0.66, 2.63)
H (-1.51, 1.96, -2.23)
H (-0.80, 3.44, 0.90)
H (-3.70, 2.50, 0.85)
H (-0.99, -3.99, -0.28)
H (-1.55, 2.16, 1.87)
H (-4.05, -3.19, -1.39)
H (-1.50, -0.37, -1.83)
H (-2.67, 0.00, 2.05)
H (-4.55, -3.95, 0.11)
H (7.33, -1.36, -1.79)
H (5.62, 1.05, 1.30)
H (-0.47, 0.50, 2.84)
H (3.12, -0.69, -1.69)
H (0.93, 1.73, 1.40)
H (-2.33, 4.04, -1.39)
H (1.84, -0.62, -0.06)
H (-3.22, -4.65, -0.82)
H (7.61, 0.03, 0.23)

---

C4H12 | ωB97M-V/def2-TZVPD

- Gap between HOMO and LUMO (alpha / beta): 13.861 / 4.753 eV
- Total charge: +1
- <S²>: 0.76
- Spin multiplicity: 2
- LUMO level (alpha / beta): -2.9 / -11.0 eV

Geometry (Å):
C (1.53, 0.92, -0.74)
C (-2.63, 0.06, 0.53)
C (-1.45, -0.84, 0.43)
C (2.57, -0.10, -0.30)
H (-2.61, 0.63, 1.47)
H (-3.51, -0.67, 0.89)
H (3.50, 0.41, -0.04)
H (2.80, -0.87, -1.05)
H (2.22, -0.62, 0.59)
H (1.33, 1.60, 0.10)
H (-0.43, -0.34, 0.40)
H (1.76, 1.30, -1.72)
H (-1.36, -1.43, 1.38)
H (-2.86, 0.69, -0.34)
H (-1.59, -1.48, -0.46)
H (0.48, 0.46, -0.70)

---

C12H15F6OP | ωB97M-V/def2-TZVPD

- Gap between HOMO and LUMO: 5.695 eV
- LUMO level: -0.9 eV

Geometry (Å):
P (1.91, 0.42, 0.24)
F (0.29, 1.02, -1.83)
F (4.56, -0.53, 1.26)
F (-4.74, -0.90, -0.13)
F (1.06, 2.89, -0.74)
F (-4.83, 0.95, -1.54)
F (-5.90, 1.07, 0.46)
O (0.76, -2.50, -0.72)
C (4.66, 0.84, 0.82)
C (1.16, -3.58, -1.42)
C (-0.88, 2.33, 1.67)
C (-4.78, 0.50, -0.19)
C (0.58, 1.53, -0.53)
C (-0.78, 1.61, 0.28)
C (-2.09, 1.01, -0.30)
C (-0.06, -4.49, -1.61)
C (-3.52, 1.86, 1.86)
C (-2.21, 2.45, 2.44)
C (-3.46, 1.12, 0.48)
C (3.59, 1.12, -0.37)
H (0.22, -5.39, -2.18)
H (-0.48, -4.82, -0.65)
H (-2.25, 2.99, 3.45)
H (3.55, 2.27, -0.47)
H (3.85, 0.60, -1.35)
H (0.05, 2.80, 2.13)
H (-4.53, 1.95, 2.38)
H (1.88, 0.36, 1.67)
H (1.77, -0.98, -0.26)
H (-2.14, 0.47, -1.30)
H (-0.86, -3.99, -2.18)
H (1.57, -3.42, -2.43)
H (5.69, 1.09, 0.36)
H (4.42, 1.58, 1.66)
H (1.94, -4.23, -0.97)

---

H3OPS | ωB97M-V/def2-TZVPD

- Gap between HOMO and LUMO: 9.581 eV
- SMILES: O[PH2]=S
- LUMO level: 0.3 eV

Geometry (Å):
S (-2.01, 0.68, -0.88)
P (-0.45, 0.31, 0.16)
O (0.75, -0.07, -0.88)
H (-0.06, 1.50, 0.81)
H (0.70, 0.72, -1.77)
H (0.07, -0.84, 0.93)

---

For each record above, in turn, the calculated E values are -7920.5371, -1263.2971, -159.1536, -1481.7234, -816.5502 a.u..
For each record above, in turn, the calculated energy above the lowest of the compared OMol25 structures with the same formula, charge and spin values are 40.67, 0.00, 10.19, 0.00, 20.19 kcal per mole.